The following is a DFT calculation (ωB97M-V/def2-TZVPD) of a structure of composition C17H27N3OS at a distorted geometry.

Geometry as XYZ:
```
49
Properties=species:S:1:pos:R:3:mulliken_charge:R:1
C -1.22293 -1.30865 0.88988 -0.8248
C -2.62018 -1.88303 0.56846 -0.7084
C -2.78067 -2.35650 -0.85411 -0.6106
O -2.98348 -1.27242 -1.77523 -0.4331
C -2.07798 -1.15511 -2.79031 -0.0218
C -2.16501 -1.91992 -3.90667 -0.4840
C -1.26331 -1.79406 -4.99405 -0.6414
C -0.25979 -0.87877 -4.98982 0.4292
C 0.72922 -0.75398 -6.13266 -1.1434
C 1.70018 -1.90700 -6.06489 0.0491
N 1.33924 -3.07337 -6.39493 -0.5789
C -0.12332 -0.02292 -3.85131 0.6905
N 0.77304 0.93280 -3.67634 -0.6622
S 0.45265 1.59311 -2.23046 0.1411
N -0.79563 0.70936 -1.79302 -0.5181
C -1.03887 -0.17679 -2.75812 0.7501
H -0.76880 -1.80315 1.74092 0.4798
H -0.57527 -1.45695 0.03275 0.2609
H -1.29439 -0.24559 1.06957 0.1289
H -3.40037 -1.15613 0.77091 0.3007
H -2.79059 -2.72461 1.23647 0.3327
H -1.97050 -3.01540 -1.15979 0.4376
H -3.69669 -2.94716 -0.88905 0.3706
H -2.95356 -2.65429 -3.97541 0.4503
H -1.36485 -2.43831 -5.85026 0.4024
H 0.21397 -0.75067 -7.08598 0.3967
H 1.28476 0.16494 -5.99209 0.3490
H 2.69803 -1.67581 -5.69251 0.3936
H 2.12773 -3.70446 -6.25263 0.2454
C 1.28371 1.91795 1.70199 -0.6985
C 2.02476 1.35051 2.90950 -0.4783
C 1.09247 0.82094 3.99817 -0.4634
C 0.17117 1.86887 4.62380 -0.6578
C 0.88659 3.06475 5.24966 -0.4193
C 1.80455 2.68580 6.40841 -1.1965
H 0.66701 2.77635 1.97346 0.2687
H 1.99280 2.25046 0.94147 0.3871
H 0.63901 1.16319 1.25142 -0.1011
H 2.69335 2.11176 3.32070 0.2843
H 2.66584 0.53024 2.57560 0.3642
H 1.69506 0.35001 4.78019 0.3320
H 0.47290 0.02340 3.57650 0.1318
H -0.43872 1.37992 5.39008 0.3964
H -0.53254 2.23294 3.86982 0.2987
H 0.13077 3.76508 5.61465 0.3661
H 1.45917 3.60369 4.48999 0.2468
H 1.24550 2.17712 7.19640 0.2928
H 2.26233 3.57515 6.84370 0.3792
H 2.61163 2.02671 6.08522 0.2845
```

The calculation puts the LUMO energy at -0.453 eV. Its HOMO energy is -0.315 Ha. As for the HOMO-LUMO gap: 8.1 eV. The energy above the lowest of the compared OMol25 structures with the same formula, charge and spin is 0.00 kJ/mol.

The following is a DFT calculation (ωB97M-V/def2-TZVPD) of a cluster of 2 separate species, C17H27N6O8 in total at a distorted geometry.

Geometry as XYZ:
```
58
Properties=species:S:1:pos:R:3:mulliken_charge:R:1
O 3.97061 -2.86676 -2.44181 -0.5881
O -8.17390 -2.25038 1.25702 -0.6343
O -5.91605 2.60186 2.13562 -0.6854
O 9.58813 -2.93083 -5.28164 -0.7179
O 7.51245 -3.30365 -5.78304 -0.5692
O 4.21590 -1.37657 -0.77417 -0.4750
O 10.22568 -1.91973 -2.95863 -0.5557
O 9.31685 -0.80768 -0.67534 -0.4084
C 4.68751 -2.11680 -1.80273 0.4228
C -7.57234 -1.19157 1.23097 0.6314
C -6.46222 1.56199 2.48043 0.2745
C -0.11452 1.98884 0.04330 0.8144
C 7.02636 -1.42195 -1.25729 -0.2475
C 6.61063 -2.53011 -3.35516 -0.4553
C 8.39945 -1.37062 -1.53942 -0.0220
C 8.87305 -1.93260 -2.74276 1.2262
C 6.12046 -2.01888 -2.14388 -0.2686
C 7.98098 -2.47513 -3.70556 -0.2373
N 0.19522 1.12957 -0.88831 -0.3406
N -7.69307 1.54477 3.00240 -0.1160
N -1.18418 1.84291 0.80478 -0.1027
N -6.62839 -0.95950 2.15287 -0.1999
N 8.38654 -2.93383 -4.99230 1.0501
N 0.67086 3.01612 0.20203 -0.3658
C 8.87156 0.21812 0.22303 -0.8431
C -7.91901 -0.17083 0.16164 -0.8589
C -8.52379 2.72952 3.22175 -0.9325
C -2.22353 0.80473 0.66751 -0.8745
C -3.34314 1.00366 1.69525 -0.7565
C -4.56970 0.14947 1.32739 -0.7906
C -5.73388 0.20680 2.34616 -0.1063
H 3.30811 -1.69632 -0.67111 0.3362
H 10.40018 -2.32084 -3.83053 0.3988
H 6.65573 -1.02824 -0.31725 0.4590
H 5.88973 -2.97378 -4.04092 0.5477
H -0.40993 0.34206 -1.03893 0.2140
H 0.99605 1.27261 -1.47589 0.1856
H -8.07251 0.64717 3.26022 0.3014
H -1.34556 2.54528 1.50862 0.2425
H -6.51347 -1.73918 2.78570 0.2328
H 0.46005 3.71176 0.89648 0.1960
H 1.47812 3.13067 -0.38308 0.1916
H 9.73837 0.75472 0.62072 0.2490
H 8.32429 -0.21608 1.06549 0.3262
H 8.22997 0.94157 -0.29063 0.3689
H -7.02499 0.26869 -0.26631 0.2825
H -8.47200 -0.67752 -0.62911 0.3325
H -8.55248 0.60480 0.58481 0.2101
H -9.44228 2.45410 3.74328 0.3494
H -7.97996 3.46179 3.82310 0.3018
H -8.78136 3.18679 2.26408 0.3051
H -1.79000 -0.18883 0.80221 0.3881
H -2.65661 0.87014 -0.33342 0.5511
H -3.60910 2.05872 1.70580 0.5571
H -2.97890 0.72445 2.68495 0.3223
H -4.23789 -0.88796 1.24566 0.3619
H -4.92689 0.46539 0.34809 0.2050
H -5.28123 0.06707 3.32787 0.3164
```

The calculation puts the LUMO energy at -3.107 eV. Its HOMO energy is -0.394 Ha. The charge is +1. As for the HOMO-LUMO gap: 7.6 eV. The energy above the lowest of the compared OMol25 structures with the same formula, charge and spin is 30.32 kJ/mol.

The following is a DFT calculation (ωB97M-V/def2-TZVPD) of a cluster of 6 separate species, C17H27N8 in total at a distorted geometry.

Geometry as XYZ:
```
52
Properties=species:S:1:pos:R:3:mulliken_charge:R:1
N -0.31336 1.45507 2.56413 -0.6052
C 0.40467 0.83614 1.34813 0.0690
C 1.46856 -0.33887 1.77424 -0.3510
C 1.16774 -1.80138 1.02317 -0.6355
C 1.44029 -1.50086 -0.60089 0.4486
C 0.08928 -1.28154 -1.48663 -0.3500
C 0.49593 -0.93567 -3.07684 0.0808
C 2.12368 -0.92925 -3.23577 -0.0312
N 3.21538 -1.20079 -2.28156 -0.6848
N 2.87280 -1.47819 -0.99861 0.2968
H -1.21443 0.89311 2.61787 0.3011
H 0.30869 1.22777 3.37361 0.2162
H -0.47581 0.45262 0.64037 -0.1830
H 0.99181 1.64734 0.71798 0.2167
H 1.61615 -0.47087 2.93451 0.4250
H 2.53000 0.00624 1.35147 0.1804
H 1.87937 -2.64735 1.42683 0.0286
H 0.05194 -2.16937 1.19238 0.3651
H -1.02416 -1.32476 -1.11249 0.3644
H -0.29721 -0.71095 -3.91051 -0.0228
H 2.49350 -0.65257 -4.33921 0.2780
H 3.64141 -1.66863 -0.29493 0.3566
C -3.97819 0.39129 -2.40633 -0.4229
C -3.46255 0.38794 -0.97647 0.4206
N -3.03473 0.38525 0.20967 -0.5223
H -4.75068 -0.37333 -2.52577 0.2980
H -4.40474 1.36902 -2.64651 0.2882
H -3.15856 0.18051 -3.09870 -0.0046
C 1.80392 2.94784 6.08012 -0.7383
C 2.60409 2.06815 5.13341 0.4181
N 3.26784 1.33845 4.34796 -0.4659
H 2.10849 2.75744 7.11291 0.2918
H 1.97756 4.00173 5.84617 0.2647
H 0.73698 2.73147 5.97794 0.2743
C -5.25645 4.40386 0.14657 -0.7452
C -4.56562 3.88001 -1.10192 0.4625
N -3.99246 3.44552 -2.13761 -0.5636
H -6.05677 3.72077 0.44413 0.2600
H -4.53577 4.48596 0.96478 0.2638
H -5.68522 5.39020 -0.05065 0.3081
C 3.19234 -5.74143 3.23850 -0.7190
C 1.90807 -4.93334 3.32818 0.4416
N 0.84275 -4.26289 3.40257 -0.4815
H 2.96427 -6.80992 3.28283 0.2849
H 3.70381 -5.52526 2.29655 0.2622
H 3.85379 -5.48377 4.07018 0.2713
C 0.54338 0.40758 -6.98889 -0.7061
C -0.79803 0.11713 -6.33570 0.5121
N -1.91077 -0.12389 -5.79378 -0.5067
H 0.43572 1.21508 -7.71829 0.3104
H 1.27047 0.70818 -6.22957 0.1915
H 0.91083 -0.48676 -7.49951 0.2883
```

The calculation puts the LUMO energy at -4.974 eV. Its HOMO energy is -0.424 Ha. The charge is +1. As for the HOMO-LUMO gap: 6.6 eV.

The following is a DFT calculation (ωB97M-V/def2-TZVPD) of an isolated molecule of C17H27NO2.

Geometry as XYZ:
```
47
Properties=species:S:1:pos:R:3:mulliken_charge:R:1
C 3.58814 6.84762 0.79036 -1.4129
C 3.87245 5.48281 0.18243 -0.2662
O 2.75290 4.65845 0.43507 -0.3450
C 2.76188 3.37687 -0.02493 0.3817
C 3.80104 2.78955 -0.73286 -0.6012
C 3.67734 1.47000 -1.14442 -0.6603
C 2.54756 0.73703 -0.86296 -0.8698
C 1.49806 1.32400 -0.14883 0.4200
O 0.42408 0.52755 0.08404 -0.1037
C -0.67813 1.04978 0.79949 -0.7788
C -1.71967 -0.05717 0.91913 -0.5761
C -1.22194 -1.20799 1.78987 -0.6873
C -2.14523 -2.42279 1.68930 -1.1477
N -2.37228 -2.83622 0.31649 0.4815
C -3.51667 -3.71952 0.19482 -0.8250
C -3.84800 -3.95541 -1.27569 -0.6710
C -2.65131 -4.57504 -1.98722 -0.7510
C -1.43948 -3.67463 -1.78047 -0.7736
C -1.20218 -3.44450 -0.29117 -0.6383
C 1.61141 2.64063 0.26577 -0.0191
H 3.41937 6.74904 1.85920 0.3262
H 4.43133 7.51123 0.62088 0.4111
H 2.69834 7.27674 0.33788 0.3255
H 4.03571 5.57697 -0.90043 0.3687
H 4.77332 5.04600 0.63623 0.3662
H 4.69952 3.33602 -0.96922 0.3730
H 4.48578 1.01379 -1.69633 0.3513
H 2.44608 -0.28759 -1.18184 0.4260
H -0.35743 1.38070 1.79747 0.4348
H -1.10000 1.91060 0.26251 0.4564
H -2.63754 0.36094 1.33466 0.3671
H -1.93649 -0.44796 -0.07475 0.2728
H -1.17215 -0.89539 2.83540 0.4259
H -0.21220 -1.47133 1.47576 0.2902
H -3.11765 -2.15180 2.11126 0.4777
H -1.73205 -3.24660 2.30118 0.3444
H -4.37013 -3.24804 0.69005 0.4250
H -3.33146 -4.69257 0.68971 0.3664
H -4.08787 -2.99677 -1.73828 0.2838
H -4.72202 -4.60489 -1.35281 0.3604
H -2.86106 -4.69589 -3.05172 0.3293
H -2.44857 -5.56418 -1.56844 0.3322
H -1.61795 -2.71047 -2.25904 0.2862
H -0.54814 -4.12012 -2.22604 0.3719
H -0.35317 -2.77201 -0.16547 0.3014
H -0.95556 -4.40759 0.19689 0.3327
H 0.83203 3.14015 0.81707 0.4369
```

The calculation puts the LUMO energy at 0.970 eV. Its HOMO energy is -0.301 Ha. The SMILES is CCOc1cccc(OCCCCN2CCCCC2)c1. As for the HOMO-LUMO gap: 9.2 eV. The energy above the lowest of the compared OMol25 structures with the same formula, charge and spin is 113.55 kJ/mol.

The following is a DFT calculation (ωB97M-V/def2-TZVPD) of an isolated molecule of C17H27NO4.

Geometry as XYZ:
```
49
Properties=species:S:1:pos:R:3:mulliken_charge:R:1
C 4.51540 1.57005 2.96738 -1.8299
C 4.12055 2.19808 1.62870 1.5947
C 5.18550 1.87516 0.56548 -1.6563
C 4.02344 3.71872 1.79272 -1.8124
N 2.78209 1.74726 1.25915 -0.2650
C 2.54544 0.32622 1.13113 -0.6857
C 1.21438 0.11943 0.39449 0.3731
O 1.27728 0.62382 -0.91756 -0.5760
C 0.82675 -1.36938 0.40000 -1.2879
O -0.32311 -1.63612 -0.36219 -0.3815
C -1.55596 -1.28062 0.11072 0.4294
C -1.81119 -0.80760 1.38882 -0.8499
C -3.10993 -0.49731 1.75986 -1.0154
C -4.14702 -0.65312 0.86624 -0.9122
C -3.90323 -1.13288 -0.41787 1.3894
C -2.61105 -1.45617 -0.80102 0.9707
C -2.28167 -1.94613 -2.18056 -0.6457
C -3.50448 -2.44509 -2.95192 -0.5101
O -3.20133 -2.69647 -4.30042 -0.6080
C -4.63350 -1.41146 -2.82319 -0.1887
O -4.13964 -0.19177 -3.34417 -0.5348
C -5.06331 -1.30770 -1.36184 -1.4883
H 4.69223 0.50262 2.86236 0.3673
H 3.72149 1.72405 3.69308 0.4142
H 5.42597 2.03155 3.34024 0.4657
H 4.88410 2.27110 -0.40295 0.3608
H 6.13646 2.32349 0.84069 0.4548
H 5.33451 0.80165 0.47113 0.3775
H 4.96967 4.12842 2.13589 0.4251
H 3.76586 4.18739 0.84569 0.4172
H 3.24986 3.96015 2.51606 0.4181
H 2.50505 2.19689 0.39070 0.3741
H 3.33559 -0.20631 0.57025 0.2070
H 2.48046 -0.11772 2.12891 0.2570
H 0.43957 0.71849 0.88193 0.4018
H 1.81059 0.02720 -1.45690 0.3788
H 1.61798 -1.94760 -0.09169 0.4701
H 0.72649 -1.73163 1.43010 0.4224
H -1.01633 -0.67224 2.10483 0.4207
H -3.30185 -0.12578 2.75529 0.3856
H -5.15667 -0.40281 1.15756 0.4136
H -1.83487 -1.11814 -2.74045 0.2765
H -1.53497 -2.73912 -2.12244 0.4581
H -3.84996 -3.40052 -2.54384 0.4360
H -3.01281 -1.84140 -4.70788 0.3976
H -5.49157 -1.74250 -3.43368 0.2882
H -4.73715 0.51908 -3.09258 0.3349
H -5.60437 -2.22069 -1.09563 0.4237
H -5.76072 -0.47251 -1.24064 0.4438
```

The calculation puts the LUMO energy at 0.684 eV. Its HOMO energy is -0.309 Ha. The SMILES is CC(C)(C)NC[C@@H](O)COc1cccc2c1C[C@H](O)[C@H](O)C2. As for the HOMO-LUMO gap: 9.1 eV. The energy above the lowest of the compared OMol25 structures with the same formula, charge and spin is 97.14 kJ/mol.

Number 1: E_tot -1301.63236 hartree. Number 2: E_tot -1594.20116 hartree. Number 3: E_tot -1101.32793 hartree. Number 4: E_tot -869.19621 hartree. Number 5: E_tot -1019.69478 hartree.